1.
Here is a molecular structure, C41H34BeNO4S2Sb from the OMol25 dataset. Energies are from ωB97M-V/def2-TZVPD.

Values from the calculation:
- HOMO energy (eV) = -0.4
- LUMO energy (eV) = 3.831
- charge = -2
- F_max (eV/A) = 0.367

Each line ends with the Mulliken charge.
Element x y z (Å)
1 Sb -1.76 0.81 -0.77  0.71
2 S 0.33 1.01 0.76  -0.47
3 S 3.77 3.80 2.14  -0.35
4 O 4.56 -0.37 1.31  -0.48
5 O 1.06 -0.47 -2.79  -0.63
6 O -1.27 -2.09 -2.87  -0.23
7 O 1.90 -1.24 -0.86  -0.03
8 N 3.14 1.33 2.00  0.41
9 C 0.30 -5.39 -3.15  -0.50
10 C -2.97 1.88 0.73  0.34
11 C 1.56 -5.10 -2.63  -0.80
12 C 0.92 -2.78 -2.34  0.33
13 C -5.12 2.52 1.70  -0.78
14 C 4.99 3.36 -2.03  -0.91
15 C 3.13 1.46 -0.96  -0.79
16 C 1.85 -3.81 -2.23  -0.19
17 C 3.91 2.31 -0.16  1.84
18 C 3.07 3.08 3.54  0.51
19 C -2.12 -1.17 0.12  0.81
20 C 2.55 -1.14 2.26  -2.50
21 C -4.42 1.49 -2.67  -0.02
22 C 3.15 -0.07 1.38  1.17
23 C -1.04 -1.99 0.46  -0.41
24 C -3.84 0.37 -2.06  -0.74
25 C -3.10 3.29 2.71  -0.70
26 C -5.27 1.41 -3.76  -0.64
27 C -4.15 -0.86 -2.66  -0.09
28 C 4.95 -0.92 0.07  -0.38
29 C -3.40 -1.63 0.40  -0.35
30 C 4.82 3.24 -0.66  -0.79
31 C -5.56 0.17 -4.33  -0.23
32 C -0.65 -4.38 -3.24  -0.89
33 C -3.61 -2.86 1.00  -0.74
34 C 2.74 1.75 3.29  -0.03
35 C -4.48 3.24 2.70  -0.29
36 C -1.25 -3.23 1.05  -0.64
37 C 1.31 -1.36 -1.99  0.37
38 C -2.36 2.62 1.74  -0.34
39 C -2.54 -3.68 1.33  -0.63
40 C 3.64 2.31 1.28  0.18
41 C -4.99 -0.97 -3.77  -0.83
42 C 1.74 1.65 5.46  -0.95
43 C 2.79 3.70 4.75  -0.74
44 C -0.35 -3.08 -2.84  0.61
45 C -4.37 1.85 0.73  0.04
46 C 2.13 2.97 5.72  -0.47
47 C 2.03 1.03 4.26  -0.12
48 C 4.20 2.57 -2.87  -0.68
49 C 3.29 1.67 -2.35  -0.18
50 Be 2.10 0.23 -0.12  -0.05
51 H -3.74 -1.77 -2.25  0.58
52 H -0.39 -3.86 1.30  0.41
53 H -4.63 -3.19 1.22  0.37
54 H 5.71 4.06 -2.44  0.34
55 H 0.05 -6.39 -3.47  0.35
56 H -5.20 -1.94 -4.20  0.34
57 H 3.04 4.74 4.91  0.37
58 H -1.65 -4.60 -3.61  0.40
59 H 4.93 -0.19 -0.74  0.16
60 H 2.82 -3.56 -1.80  0.40
61 H 2.67 1.09 -3.02  0.50
62 H 1.87 3.43 6.66  0.37
63 H 5.42 3.86 0.01  0.39
64 H -6.22 0.09 -5.19  0.33
65 H -2.70 -4.64 1.80  0.31
66 H -4.25 -1.01 0.14  0.32
67 H 2.31 -5.88 -2.55  0.39
68 H 2.66 -2.06 1.69  0.28
69 H -4.20 2.48 -2.27  0.25
70 H 3.07 -1.27 3.22  0.54
71 H -5.06 3.76 3.46  0.32
72 H -2.06 -2.38 -3.34  0.18
73 H -0.03 -1.64 0.28  -0.01
74 H 4.31 -1.76 -0.21  0.04
75 H -5.71 2.31 -4.19  0.34
76 H -6.20 2.46 1.67  0.35
77 H -4.89 1.29 -0.04  0.18
78 H 1.67 0.04 4.06  0.39
79 H -1.27 2.66 1.77  0.26
80 H 1.48 -0.98 2.40  0.28
81 H -2.58 3.86 3.48  0.39
82 H 4.31 2.67 -3.94  0.40
83 H 5.98 -1.28 0.20  0.36
84 H 1.18 1.10 6.20  0.38

***

2.
Here is a molecular structure, C29H23AuFINO5Te from the OMol25 dataset. Energies are from ωB97M-V/def2-TZVPD.

Values from the calculation:
- spin multiplicity = 3
- ⟨S²⟩ = 2.009
- HOMO energy (spin up / spin down) (eV) = -10.8 / -10.8
- LUMO energy (spin up / spin down) (eV) = -2.725 / -6.142
- energy above the lowest of the compared OMol25 structures with the same formula, charge and spin (kJ/mol) = 0.0
- charge = +1
- F_max (eV/A) = 0.934

Each line ends with the Mulliken spin population.
Element x y z (Å)
1 Au -0.67 -0.06 -0.20  0.62
2 I -0.03 -9.03 0.01  0.00
3 Te -3.77 -0.31 -0.51  0.94
4 F 6.06 -1.96 0.13  0.00
5 O -0.67 1.92 -0.29  0.11
6 O -2.84 -2.55 -0.06  0.00
7 O 1.53 -0.14 -0.11  0.23
8 O -0.65 -2.06 -0.02  0.02
9 O 0.15 3.96 -0.31  0.00
10 N 4.01 3.12 -0.13  0.00
11 C 5.05 4.68 1.45  0.00
12 C -6.69 -0.66 -0.09  -0.03
13 C -8.91 0.99 0.07  0.00
14 C 6.43 0.35 0.04  0.00
15 C 4.88 4.30 -0.02  0.00
16 C 3.68 0.74 -0.06  0.06
17 C 0.08 -4.70 -0.09  0.00
18 C -1.26 -4.33 -0.04  0.01
19 C 2.70 3.28 -0.20  0.00
20 C -9.07 -0.39 0.04  0.00
21 C -1.91 -6.64 0.03  0.00
22 C 4.19 -0.56 0.01  0.01
23 C -1.63 -2.88 -0.04  0.01
24 C 0.43 -6.04 -0.08  0.00
25 C 5.95 1.64 -0.04  0.00
26 C -6.53 0.72 -0.06  0.01
27 C 6.21 4.03 -0.71  0.00
28 C -7.96 -1.21 -0.04  0.01
29 C -5.15 1.31 -0.14  -0.01
30 C 5.55 -0.73 0.06  0.00
31 C -5.48 -1.55 -0.16  0.03
32 C -7.65 1.55 0.02  0.01
33 C 6.89 2.81 -0.10  0.00
34 C 0.32 2.76 -0.27  -0.01
35 C -0.57 -7.00 -0.02  0.00
36 C 4.55 1.84 -0.07  0.00
37 C 1.77 2.26 -0.20  -0.12
38 C -2.26 -5.30 0.02  0.00
39 C 2.23 0.93 -0.12  0.04
40 H 2.33 4.30 -0.25  0.00
41 H -3.29 -5.00 0.06  0.00
42 H -5.05 2.02 -0.97  0.02
43 H 1.47 -6.33 -0.12  0.00
44 H -7.52 2.62 0.04  0.00
45 H 4.10 5.02 1.87  0.00
46 H -10.06 -0.82 0.08  0.00
47 H -8.09 -2.29 -0.06  0.00
48 H 3.52 -1.40 0.01  0.00
49 H 7.77 2.54 -0.68  0.00
50 H 4.37 5.11 -0.54  0.00
51 H -9.78 1.64 0.12  0.00
52 H 5.77 5.50 1.54  0.00
53 H -5.27 -2.08 0.77  0.02
54 H 7.49 0.17 0.06  0.00
55 H 6.04 3.86 -1.78  0.00
56 H -5.54 -2.29 -0.95  0.00
57 H 0.84 -3.93 -0.14  0.00
58 H 7.24 3.05 0.91  0.00
59 H -4.88 1.85 0.77  0.01
60 H -2.68 -7.40 0.08  0.00
61 H 5.40 3.84 2.04  0.00
62 H 6.85 4.91 -0.61  0.00

***

3.
Here is 2 unconnected molecules or ions with the total composition C4H12N2O from the OMol25 dataset. Energies are from ωB97M-V/def2-TZVPD.

Values from the calculation:
- HOMO energy (eV) = -15.8
- LUMO energy (eV) = -11.851
- energy above the lowest of the compared OMol25 structures with the same formula, charge and spin (kJ/mol) = 685.5
- charge = +2
- F_max (eV/A) = 3.565

Each line ends with the Mulliken charge.
Element x y z (Å)
1 O 2.10 -0.39 -0.14  -0.29
2 N -2.27 -0.18 -0.21  -0.08
3 N 0.93 -0.39 -0.21  0.02
4 C -3.53 0.42 -0.69  -0.88
5 C 6.04 -0.18 -0.48  0.00
6 C 0.07 0.08 0.85  -0.61
7 C -1.32 0.72 0.45  -0.69
8 H 6.54 -1.09 -0.91  0.31
9 H -3.36 0.81 -1.69  0.35
10 H -1.03 1.62 -0.11  0.44
11 H -1.80 1.16 1.27  0.48
12 H -1.78 -0.75 -0.84  0.34
13 H -2.65 -0.76 0.46  0.35
14 H 0.38 0.74 1.61  0.46
15 H 6.48 -0.15 0.54  0.34
16 H -3.88 1.22 -0.07  0.35
17 H -0.25 -0.69 1.51  0.40
18 H 5.44 0.41 -1.18  0.34
19 H -4.28 -0.36 -0.78  0.38

***

4.
Here is a molecular structure, C30H62CsLiO23 from the OMol25 dataset. Energies are from ωB97M-V/def2-TZVPD.

Values from the calculation:
- spin multiplicity = 2
- ⟨S²⟩ = 0.785
- HOMO energy (spin up / spin down) (eV) = -5.2 / -5.2
- LUMO energy (spin up / spin down) (eV) = 0.623 / -0.923
- charge = -1
- F_max (eV/A) = 5.061

Each line ends with the Mulliken spin population.
Element x y z (Å)
1 Cs -3.44 0.32 -4.21  0.00
2 O -3.39 -0.58 2.63  0.00
3 O -0.52 2.72 0.76  0.00
4 O -1.40 -4.36 2.93  0.00
5 O 1.79 -1.37 0.71  0.00
6 O -3.29 2.51 2.06  0.00
7 O 1.04 3.13 -3.68  0.00
8 O -2.81 -6.89 1.90  0.00
9 O -0.26 5.36 -5.06  0.00
10 O 2.44 -4.02 -0.29  0.00
11 O -2.66 4.65 -0.23  0.00
12 O 8.07 1.63 0.26  0.00
13 O 2.73 -1.25 3.23  0.00
14 O -1.69 -2.96 -4.32  -0.01
15 O -0.36 -2.38 -8.66  0.04
16 O -3.97 1.50 4.42  0.00
17 O 2.27 -3.49 -7.92  0.29
18 O 0.76 -4.07 -3.60  0.12
19 O -0.62 2.51 3.73  0.00
20 O -2.38 1.56 -1.27  0.00
21 O 1.01 5.33 0.84  0.00
22 O -2.45 -4.00 -1.52  0.00
23 O 4.48 2.22 -0.27  0.00
24 O 0.32 -2.20 -1.43  0.00
25 C 3.56 3.17 0.25  0.00
26 C 0.05 -1.10 -0.94  0.00
27 C -0.02 -2.74 -7.48  -0.04
28 C -3.86 0.11 4.85  0.00
29 C -2.55 -5.67 1.10  0.00
30 C -3.74 2.35 5.52  0.00
31 C 8.29 1.31 1.65  0.00
32 C -2.00 -0.98 2.75  0.00
33 C -0.95 5.84 -6.24  0.00
34 C -2.51 -4.40 1.99  0.00
35 C -1.29 0.96 -0.84  0.00
36 C 0.69 0.82 0.69  0.00
37 C -0.43 3.76 4.36  0.00
38 C 5.67 2.09 0.55  0.00
39 C 0.60 -3.59 -4.75  0.04
40 C -0.32 1.56 0.18  0.00
41 C 0.64 1.95 -4.33  0.00
42 C -2.44 -8.10 1.27  0.00
43 C -4.25 -0.86 3.77  0.00
44 C -0.13 -4.18 2.35  0.00
45 C -1.07 -0.28 -1.36  0.00
46 C -0.79 -2.94 -5.19  -0.08
47 C 1.33 -3.33 -7.10  0.05
48 C 1.61 -3.57 -5.79  0.36
49 C -1.01 -2.46 -6.52  0.22
50 C 0.94 -0.55 0.24  0.00
51 C 6.72 1.34 -0.20  0.00
52 C -0.10 3.95 -3.17  0.00
53 C 1.81 -1.04 4.24  0.00
54 C -1.07 4.56 -4.18  0.00
55 Li -0.64 -3.72 -2.29  0.00
56 H 2.09 -3.14 -0.11  0.00
57 H -0.26 2.56 2.84  0.00
58 H 1.86 -1.71 5.10  0.00
59 H 9.34 1.12 1.87  0.00
60 H -1.94 6.22 -6.00  0.00
61 H 1.60 5.21 1.58  0.00
62 H 0.42 4.79 -2.71  0.00
63 H -0.59 3.52 -2.29  0.00
64 H 1.52 1.42 -4.70  0.00
65 H -4.45 -0.10 5.74  0.00
66 H -2.97 -3.24 -1.27  0.00
67 H 2.60 3.07 -0.25  0.00
68 H 0.59 -4.19 3.16  0.00
69 H -1.52 -0.20 3.34  0.00
70 H 6.75 1.54 -1.27  0.00
71 H -1.37 -8.12 1.02  0.00
72 H -1.93 -1.97 -6.81  0.01
73 H 2.77 -4.32 0.55  0.00
74 H -1.58 3.74 -4.68  0.00
75 H 5.92 3.12 0.79  0.00
76 H -5.27 -0.67 3.44  0.00
77 H 7.72 0.45 2.01  0.00
78 H -3.24 -5.53 0.26  0.00
79 H -1.41 -1.00 1.84  0.00
80 H -3.08 -8.34 0.43  0.00
81 H -1.96 4.00 -0.18  0.00
82 H -1.32 4.24 4.77  0.00
83 H 0.14 -4.90 1.57  0.00
84 H 1.40 1.32 1.33  0.00
85 H -2.75 2.12 5.92  0.00
86 H -0.03 2.14 -5.17  0.00
87 H -2.27 5.39 -0.70  0.00
88 H 2.62 -3.78 -5.47  0.01
89 H -4.05 -1.91 3.96  0.00
90 H -0.34 6.63 -6.68  0.00
91 H 1.84 0.00 4.55  0.00
92 H -1.02 5.11 -7.05  0.00
93 H 0.29 3.69 5.17  0.00
94 H -1.80 5.23 -3.73  0.00
95 H -2.51 -8.90 2.01  0.00
96 H -3.76 3.38 5.18  0.00
97 H 0.85 -1.21 3.77  0.00
98 H -2.83 -0.08 5.14  0.00
99 H 3.91 4.20 0.14  0.00
100 H -1.86 -1.89 3.33  0.00
101 H 7.94 2.10 2.31  0.00
102 H 3.39 2.94 1.30  0.00
103 H -4.50 2.25 6.30  0.00
104 H -3.08 -4.61 -1.91  0.00
105 H -2.36 2.74 2.08  0.00
106 H -1.73 -0.81 -2.04  0.00
107 H 6.50 0.29 -0.05  0.00
108 H -3.41 -4.16 2.56  0.00
109 H -0.13 -3.23 1.82  0.00
110 H 5.48 1.58 1.50  0.00
111 H 0.43 4.56 0.86  0.00
112 H -2.52 -3.52 1.34  0.00
113 H -3.40 1.92 2.81  0.00
114 H -0.03 4.46 3.63  0.00
115 H 2.33 -1.21 2.36  0.00
116 H 0.12 1.37 -3.56  0.00
117 H -1.59 -5.80 0.60  0.00

***

5.
Here is a molecular structure, C27H31F5Ge2ORhS3 from the OMol25 dataset. Energies are from ωB97M-V/def2-TZVPD.

Values from the calculation:
- spin multiplicity = 2
- ⟨S²⟩ = 0.780
- HOMO energy (spin up / spin down) (eV) = -14.2 / -14.3
- LUMO energy (spin up / spin down) (eV) = -6.364 / -8.378
- energy above the lowest of the compared OMol25 structures with the same formula, charge and spin (kJ/mol) = 100.1
- charge = +2
- F_max (eV/A) = 0.433

Each line ends with the Mulliken spin population.
Element x y z (Å)
1 Rh 0.26 1.18 -0.42  0.01
2 Ge -0.67 -2.71 -2.27  0.00
3 Ge -0.08 -1.38 -0.29  0.00
4 S -3.11 -0.44 -0.13  0.00
5 S -1.21 2.44 0.73  0.00
6 S -1.01 1.57 -2.28  0.00
7 F 2.85 0.75 3.51  0.02
8 F 1.92 3.56 -0.18  0.01
9 F 4.86 2.43 4.28  -0.01
10 F 5.36 4.63 2.81  0.05
11 F 3.94 5.22 0.61  0.00
12 O 1.43 1.29 1.33  0.33
13 C 4.05 -0.53 0.24  0.00
14 C 2.05 -0.07 -1.63  0.00
15 C 0.37 -4.31 -1.84  0.00
16 C -2.32 1.48 1.80  0.00
17 C 3.13 1.84 2.82  0.17
18 C -2.57 -3.11 -2.45  0.00
19 C -1.35 -2.73 4.05  0.00
20 C -2.48 0.56 -2.66  0.00
21 C 2.80 -1.11 0.43  0.01
22 C -2.29 3.29 -0.45  0.00
23 C 4.40 3.82 2.45  0.27
24 C -3.50 0.75 1.17  0.00
25 C -1.74 3.18 -1.86  0.00
26 C -3.61 0.42 -1.65  0.00
27 C -2.02 -3.22 2.93  0.00
28 C -1.65 -2.81 1.66  0.00
29 C -0.31 -1.83 3.89  0.00
30 C 0.13 -1.94 -3.88  0.00
31 C 1.78 -0.89 -0.51  0.00
32 C 4.28 0.32 -0.85  -0.01
33 C 2.34 2.10 1.65  0.10
34 C 2.65 3.29 0.90  0.09
35 C -0.60 -1.91 1.49  0.00
36 C 3.65 4.13 1.29  -0.02
37 C 4.13 2.68 3.21  -0.03
38 C 0.07 -1.41 2.62  0.00
39 C 3.29 0.55 -1.78  0.01
40 H 1.22 -2.04 -3.83  0.00
41 H -0.11 -0.90 -4.10  0.00
42 H 1.33 -0.04 -2.46  0.00
43 H -2.18 -3.20 0.80  0.00
44 H -3.98 0.19 1.97  0.00
45 H -3.29 2.88 -0.37  0.00
46 H -4.07 1.37 -1.41  0.00
47 H -2.83 -3.93 3.06  0.00
48 H -0.21 -2.54 -4.72  0.00
49 H 5.26 0.76 -0.98  0.00
50 H -2.79 -4.04 -1.93  0.00
51 H -2.68 2.17 2.56  0.00
52 H 2.62 -1.74 1.29  0.00
53 H -4.25 1.44 0.80  0.00
54 H 0.19 -5.06 -2.61  0.00
55 H 0.22 -1.45 4.76  0.00
56 H -1.65 0.77 2.28  0.00
57 H -3.25 -2.34 -2.07  0.00
58 H 4.85 -0.74 0.94  0.00
59 H -2.86 0.98 -3.59  0.00
60 H 0.09 -4.74 -0.88  0.00
61 H -2.08 -0.42 -2.89  0.00
62 H -1.64 -3.05 5.04  0.00
63 H -2.79 -3.26 -3.51  0.00
64 H 3.49 1.17 -2.65  0.00
65 H -0.92 3.89 -2.02  0.00
66 H 0.88 -0.71 2.50  0.00
67 H -2.34 4.34 -0.15  0.00
68 H -2.50 3.41 -2.61  0.00
69 H -4.38 -0.18 -2.12  0.00
70 H 1.44 -4.08 -1.83  0.00

***

6.
Here is 3 unconnected molecules or ions with the total composition C3H12O3 from the OMol25 dataset. Energies are from ωB97M-V/def2-TZVPD.

Values from the calculation:
- SMILES = CC(C)O.O.O
- HOMO energy (eV) = -10.6
- LUMO energy (eV) = 0.517
- energy above the lowest of the compared OMol25 structures with the same formula, charge and spin (kJ/mol) = 128.5
- F_max (eV/A) = 9.737

Each line ends with the Mulliken charge.
Element x y z (Å)
1 O -0.39 1.28 -0.85  -0.53
2 O -2.10 0.91 -3.15  -0.64
3 O 1.42 -1.11 2.98  -0.63
4 C -1.02 -0.64 0.28  -1.34
5 C 0.13 0.41 0.26  0.66
6 C 1.49 -0.23 -0.13  -1.04
7 H -1.67 0.69 -2.22  0.41
8 H 1.94 0.42 -1.03  0.31
9 H -1.15 -1.00 -0.84  0.31
10 H 0.22 1.88 -1.30  0.25
11 H 0.68 -1.75 2.85  0.31
12 H 0.22 1.10 1.12  0.24
13 H -1.67 1.60 -3.42  0.23
14 H 1.32 -1.28 -0.38  0.24
15 H 2.26 -0.14 0.66  0.27
16 H 1.03 -0.53 3.61  0.31
17 H -1.88 -0.07 0.65  0.32
18 H -0.84 -1.55 0.91  0.32